Entry 1:
Computed, not measured: C6H10O in the gas phase, with wB97M-V/def2-TZVPD.

Summary:
- E_tot (hartree) = -309.819603
- HOMO energy (eV) = -9.292
- orbital gap (eV) = 10.43
- energy above the lowest of the compared OMol25 structures with the same formula, charge and spin (kcal per mole) = 14.3
- SMILES = C[C@H]1CC=CCO1

Each line ends with the Löwdin charge.
Positions of all 17 atoms, in Å:
1 C 1.7863 0.9612 0.4773  -0.045
2 C 0.7036 -0.0907 0.6993  -0.389
3 C -0.6909 0.5903 0.7522  -0.149
4 C -1.3712 0.5833 -0.5891  -0.098
5 C -1.2555 -0.5207 -1.3206  -0.067
6 C -0.4109 -1.6260 -0.7296  -0.199
7 O 0.8279 -1.0721 -0.3226  -0.121
8 H 1.8316 1.6441 1.3341  0.081
9 H 1.5561 1.5516 -0.4174  0.088
10 H 2.7756 0.5150 0.3393  0.080
11 H 0.8616 -0.6045 1.6590  0.140
12 H -0.5671 1.6149 1.1127  0.110
13 H -1.3456 0.0881 1.4734  0.117
14 H -1.9522 1.4548 -0.8867  0.103
15 H -1.6362 -0.5654 -2.3344  0.099
16 H -0.9294 -2.0592 0.1518  0.128
17 H -0.1837 -2.4647 -1.3987  0.123

Atoms 1-2, force components in eV/Å:
0.033 0.014 -0.023
0.072 0.195 0.267

Entry 2:
Computed, not measured: C6H10O in the gas phase, with wB97M-V/def2-TZVPD.

Summary:
- E_tot (hartree) = -309.792515
- HOMO energy (eV) = -9.443
- orbital gap (eV) = 10.38
- energy above the lowest of the compared OMol25 structures with the same formula, charge and spin (kcal per mole) = 31.3
- SMILES = C[C@H]1C[C@@]2(O)C[C@@H]12

Each line ends with the Löwdin charge.
Positions of all 17 atoms, in Å:
1 C 2.1196 0.4054 -0.2079  -0.068
2 C 0.8604 -0.4437 -0.2283  -0.318
3 C -0.0120 -0.6007 1.0522  -0.054
4 C -1.2503 -0.3472 0.1840  -0.478
5 O -2.3785 -1.1492 0.1737  0.037
6 C -1.2143 1.0558 -0.3176  -0.031
7 C -0.3866 -0.0124 -1.0049  -0.140
8 H 2.8400 0.0061 0.5168  0.076
9 H 1.9128 1.4468 0.0618  0.074
10 H 2.6027 0.3995 -1.1924  0.075
11 H 1.1208 -1.4509 -0.5743  0.138
12 H 0.1552 0.1570 1.8288  0.114
13 H 0.0294 -1.5956 1.5016  0.114
14 H -2.9657 -0.8484 0.8789  0.106
15 H -2.0883 1.3448 -0.8974  0.111
16 H -0.7797 1.8577 0.2798  0.105
17 H -0.5657 -0.2249 -2.0548  0.138

Atoms 1-2, force components in eV/Å:
-0.012 0.062 0.014
0.127 -0.042 -0.046

Entry 3:
Computed, not measured: C6H10O in the gas phase, with wB97M-V/def2-TZVPD.

Summary:
- E_tot (hartree) = -309.840813
- HOMO energy (eV) = -9.265
- orbital gap (eV) = 10.23
- energy above the lowest of the compared OMol25 structures with the same formula, charge and spin (kcal per mole) = 1.0
- SMILES = CC1=CCC[C@H]1O

Each line ends with the Löwdin charge.
Positions of all 17 atoms, in Å:
1 C 2.2274 0.0316 -0.0898  -0.045
2 C 0.7467 -0.1633 0.0038  -0.264
3 C 0.0477 -1.1447 0.5799  -0.046
4 C -1.4423 -1.0086 0.3640  -0.177
5 C -1.5331 0.1690 -0.6296  -0.131
6 C -0.1948 0.9112 -0.5038  -0.353
7 O -0.2125 1.9910 0.4276  -0.025
8 H 2.4900 1.0657 0.1614  0.083
9 H 2.5560 -0.1416 -1.1227  0.084
10 H 2.7895 -0.6483 0.5575  0.078
11 H 0.4808 -1.9748 1.1342  0.110
12 H -1.9855 -0.8210 1.3003  0.108
13 H -1.8644 -1.9290 -0.0574  0.105
14 H -1.6055 -0.2244 -1.6501  0.115
15 H -2.3844 0.8340 -0.4585  0.114
16 H 0.1195 1.3645 -1.4508  0.147
17 H -0.1287 1.6000 1.3049  0.096

Atoms 1-2, force components in eV/Å:
0.048 -0.005 0.012
-0.060 -0.086 0.110

Entry 4:
Computed, not measured: C6H10O in the gas phase, with wB97M-V/def2-TZVPD.

Summary:
- E_tot (hartree) = -309.678008
- HOMO energy (alpha / beta) (eV) = -7.025 / -7.505
- orbital gap (alpha / beta) (eV) = 7.80 / 8.50
- energy above the lowest of the compared OMol25 structures with the same formula, charge and spin (kcal per mole) = 103.1

Each line ends with the Löwdin charge.
Positions of all 17 atoms, in Å:
1 O 0.3795 1.2926 1.1298  -0.118
2 C -0.5818 1.5216 0.3004  -0.143
3 C -1.3462 0.5648 -0.5739  -0.201
4 C -1.0920 -0.8910 -0.2357  -0.215
5 C 0.2830 -1.3752 -0.6023  -0.196
6 C 1.2880 -0.6338 -1.0611  -0.014
7 C 1.4101 0.5276 1.6112  -0.022
8 H -0.8335 2.5802 0.1623  0.119
9 H -2.4266 0.7794 -0.5003  0.115
10 H -1.1043 0.7556 -1.6340  0.116
11 H -1.8439 -1.5217 -0.7257  0.113
12 H -1.2440 -1.0140 0.8472  0.121
13 H 0.4557 -2.4321 -0.4048  0.099
14 H 2.2659 -1.0692 -1.2404  0.063
15 H 1.1987 0.4359 -1.2451  0.067
16 H 1.3430 -0.5619 1.7136  0.050
17 H 1.8484 1.0413 2.4588  0.045

Atoms 1-2, force components in eV/Å:
0.915 -0.047 0.450
-0.383 -0.008 -0.552

Entry 5:
Computed, not measured: 2 unconnected molecules or ions with the total composition C6H10O, with wB97M-V/def2-TZVPD.

Summary:
- E_tot (hartree) = -309.739269
- HOMO energy (eV) = -8.462
- orbital gap (eV) = 8.75
- energy above the lowest of the compared OMol25 structures with the same formula, charge and spin (kcal per mole) = 64.7
- SMILES = C=CC=C.CC=O

Each line ends with the Löwdin charge.
Positions of all 17 atoms, in Å:
1 C 0.5170 2.1747 1.0710  -0.056
2 C 0.8336 0.7823 0.5994  -0.389
3 C -1.5775 0.0505 0.0249  -0.040
4 C -1.2582 -0.8039 -0.9670  -0.167
5 C -0.1552 -1.7431 -1.2184  -0.184
6 C 0.8673 -2.1585 -0.4613  0.005
7 O 1.4664 0.5317 -0.4053  0.016
8 H -0.4352 2.2681 1.6022  0.073
9 H 0.5968 2.9215 0.2781  0.086
10 H 1.3159 2.3612 1.8001  0.087
11 H 0.6643 0.0008 1.3690  0.110
12 H -2.0663 0.9776 -0.2681  0.068
13 H -1.5991 -0.1543 1.0895  0.070
14 H -1.7755 -0.5855 -1.8960  0.092
15 H -0.0289 -1.8915 -2.2895  0.094
16 H 0.8167 -2.3342 0.6095  0.064
17 H 1.8178 -2.3975 -0.9382  0.070

Atoms 1-2, force components in eV/Å:
0.032 0.114 0.008
1.158 0.123 -0.305

Entry 6:
Computed, not measured: C6H10O in the gas phase, with wB97M-V/def2-TZVPD.

Summary:
- E_tot (hartree) = -309.725641
- HOMO energy (eV) = -7.743
- orbital gap (eV) = 7.69
- energy above the lowest of the compared OMol25 structures with the same formula, charge and spin (kcal per mole) = 73.2

Each line ends with the Löwdin charge.
Positions of all 17 atoms, in Å:
1 O 2.0742 -0.5434 -0.5322  0.110
2 C 1.1741 -0.1091 0.3448  -0.324
3 C -0.0369 -0.9683 0.5715  -0.153
4 C -1.3170 -0.3924 -0.0567  -0.251
5 C -1.1944 -0.0580 -1.5375  -0.106
6 C 0.4009 1.5885 1.8098  0.062
7 C 1.3890 1.1222 0.9346  -0.207
8 H 1.8048 -1.3987 -0.8966  0.124
9 H -0.3933 0.6690 -1.7169  0.074
10 H -0.1942 -1.0552 1.6491  0.120
11 H 0.1601 -1.9677 0.1572  0.119
12 H -1.5619 0.5027 0.5206  0.087
13 H -2.1261 -1.1173 0.0927  0.110
14 H -1.0035 -0.9491 -2.1501  0.075
15 H -2.1187 0.3989 -1.9001  0.073
16 H 0.6514 2.6290 2.0960  -0.012
17 H 2.2913 1.6489 0.6140  0.099

Atoms 1-2, force components in eV/Å:
-0.099 -0.069 0.002
-0.175 0.007 0.000